{"formula": "C18H48N2O9PS6", "method": "ωB97M-V/def2-TZVPD", "mol_weight_g_mol": 660.0, "total_energy_ha": -4231.22874, "homo_lumo_gap_ev": 7.0, "total_charge": 1, "lumo_energy_ha": -0.1135, "species": ["C", "P", "O", "C", "C", "O", "C", "O", "C", "N", "C", "N", "H", "H", "H", "H", "H", "H", "H", "H", "H", "H", "H", "H", "C", "S", "O", "C", "H", "H", "H", "H", "H", "H", "C", "S", "O", "C", "H", "H", "H", "H", "H", "H", "C", "S", "O", "C", "H", "H", "H", "H", "H", "H", "C", "S", "O", "C", "H", "H", "H", "H", "H", "H", "C", "S", "O", "C", "H", "H", "H", "H", "H", "H", "C", "S", "O", "C", "H", "H", "H", "H", "H", "H"], "xyz": [[1.132166, -1.500837, 3.147504], [-0.570171, -0.802228, 3.690566], [-0.973709, 0.487835, 2.617449], [-1.903880, -2.201386, 3.591334], [-2.573567, -2.283893, 2.140813], [-4.009890, -2.503058, 2.096726], [-4.551403, -1.491130, 3.009764], [-5.942155, -1.169834, 2.746049], [-6.018372, 0.245353, 2.973998], [-5.959652, 1.448712, 3.104721], [-4.283623, -2.085658, 4.491667], [-2.813916, -1.976085, 4.755384], [1.110990, -2.641524, 3.222079], [1.458957, -1.102134, 2.124019], [1.880394, -1.057786, 3.914433], [-1.612442, 1.106281, 3.039351], [-1.305662, -3.175278, 3.792647], [-2.092046, -3.189996, 1.599867], [-2.332098, -1.377429, 1.459538], [-3.943275, -0.521847, 2.802268], [-4.638437, -3.187685, 4.511960], [-4.883002, -1.475894, 5.269321], [-2.627584, -1.030227, 5.169084], [-2.562502, -2.654892, 5.504094], [5.626259, -3.300961, 3.788533], [3.988152, -3.304392, 3.030464], [3.043546, -3.939510, 4.003725], [4.370929, -4.534529, 1.765151], [5.611445, -2.619852, 4.640093], [5.879959, -4.305530, 4.132076], [6.363069, -2.954688, 3.061700], [4.703130, -5.461986, 2.235158], [5.148934, -4.147943, 1.104618], [3.467091, -4.726119, 1.185055], [-0.495213, 0.854199, -2.974312], [-0.786715, 0.550422, -1.219947], [-0.454089, -0.887243, -0.951189], [-2.585877, 0.683826, -1.305983], [0.576498, 0.780472, -3.165243], [-1.022363, 0.108967, -3.573923], [-0.839599, 1.856283, -3.232419], [-2.980514, -0.050326, -2.011997], [-2.861974, 1.692695, -1.618465], [-2.995004, 0.488363, -0.312528], [-1.358909, -3.871551, -3.619095], [-2.892563, -3.095778, -4.173005], [-2.745307, -1.621998, -3.972553], [-3.917291, -3.725505, -2.825711], [-0.558932, -3.580580, -4.300859], [-1.114656, -3.535407, -2.609244], [-1.472508, -4.957169, -3.637404], [-3.512556, -3.399086, -1.865551], [-3.948166, -4.815601, -2.869954], [-4.926976, -3.330500, -2.946314], [1.060037, 5.171614, 0.141449], [-0.038405, 3.809005, -0.304511], [-0.066641, 3.726454, -1.797487], [-1.562674, 4.621757, 0.222662], [2.078820, 4.899490, -0.137312], [0.767642, 6.077215, -0.393533], [1.012885, 5.339842, 1.218907], [-1.690413, 5.561807, -0.317285], [-1.523606, 4.807822, 1.297467], [-2.401356, 3.960046, 0.000835], [1.223423, 4.342793, -4.727272], [0.598572, 2.966963, -5.715526], [1.699901, 1.962848, -5.833368], [0.524899, 3.877185, -7.273640], [1.383377, 3.990833, -3.707710], [2.168972, 4.699373, -5.141017], [0.488179, 5.149517, -4.719574], [1.513962, 4.263223, -7.527059], [-0.187619, 4.698951, -7.182475], [0.191019, 3.194912, -8.056525], [5.083803, 2.839950, 0.586458], [3.980986, 1.560157, 1.225149], [4.742007, 0.783997, 2.251930], [3.947354, 0.572777, -0.286645], [5.278560, 3.557851, 1.384162], [6.025761, 2.393127, 0.263184], [4.603376, 3.350754, -0.250307], [4.960496, 0.268003, -0.555404], [3.503678, 1.157546, -1.094610], [3.338054, -0.314172, -0.106430]], "atomic_forces_ev_per_a": [[-0.08, 0.66, -0.12], [0.57, 1.40, 0.52], [-0.23, -1.66, 0.77], [1.85, -1.18, -2.23], [0.83, -0.67, -1.61], [-0.44, 1.74, 1.77], [2.12, -0.40, -0.25], [0.95, 3.60, 1.07], [0.33, 2.05, -0.27], [-0.40, -6.34, -0.55], [-2.65, 0.23, -0.79], [-0.47, 0.04, 1.02], [0.24, 1.63, -0.14], [-0.72, -0.82, 1.31], [-1.37, -0.90, -1.18], [0.80, -0.61, -0.17], [-1.19, 1.58, -0.27], [-0.90, 1.53, 1.00], [-0.25, -1.18, 1.44], [-0.87, -1.49, 0.64], [0.75, 1.89, -0.09], [1.19, -1.02, -1.11], [0.21, -0.61, -0.38], [-0.16, 0.62, -0.53], [0.02, -0.03, 0.09], [0.26, -0.11, -0.02], [0.09, 0.01, -0.18], [-0.03, -0.12, 0.01], [-0.10, -0.01, -0.12], [-0.12, 0.02, -0.05], [-0.12, 0.04, 0.00], [-0.03, 0.08, 0.05], [-0.05, 0.05, 0.06], [0.03, 0.09, 0.09], [-0.07, -0.16, -0.16], [0.01, 0.07, -0.41], [-0.18, -0.04, 0.17], [-0.14, -0.16, -0.02], [-0.05, 0.05, 0.12], [-0.03, -0.08, 0.18], [0.07, -0.05, 0.18], [0.14, 0.00, -0.06], [0.09, -0.02, 0.01], [0.11, 0.05, 0.02], [0.08, 0.01, 0.13], [0.10, 0.09, 0.03], [-0.06, -0.29, 0.15], [-0.05, 0.04, 0.13], [-0.15, 0.04, 0.00], [-0.06, 0.11, -0.06], [-0.06, 0.06, -0.07], [0.07, 0.04, -0.08], [0.02, 0.05, -0.06], [0.11, 0.00, -0.09], [-0.01, 0.13, -0.10], [0.10, 0.11, 0.12], [-0.05, 0.17, 0.35], [-0.07, 0.08, -0.10], [-0.12, -0.08, 0.00], [-0.03, -0.08, -0.01], [-0.02, -0.08, -0.05], [0.05, -0.06, -0.01], [0.06, -0.04, -0.05], [0.13, -0.02, -0.02], [0.19, 0.04, 0.02], [0.22, 0.01, -0.03], [-0.24, 0.33, 0.07], [0.06, 0.01, -0.11], [-0.17, -0.05, -0.10], [-0.06, -0.09, -0.11], [-0.02, -0.10, 0.02], [-0.01, -0.07, 0.09], [0.01, -0.07, 0.05], [0.02, -0.01, 0.14], [0.09, 0.03, 0.01], [0.18, -0.12, 0.01], [-0.19, 0.14, -0.31], [0.04, -0.06, -0.03], [-0.08, -0.12, 0.00], [-0.08, -0.05, 0.04], [-0.02, -0.06, 0.04], [-0.01, 0.07, 0.09], [-0.02, 0.00, 0.07], [0.00, 0.12, 0.06]]}